# 1
Below is a structure of composition C3H8N4O, with properties calculated with ωB97M-V with the def2-TZVPD basis set.

Geometry (Å):
C 0.9963 1.4377 2.6655
C -0.0190 1.2146 0.4244
C 0.0198 -0.7125 -1.5165
H 1.1896 0.5603 3.0821
H 1.6465 2.4584 2.0670
H 0.2094 1.8533 3.5389
H 0.9231 1.3370 -0.3263
H -1.7872 0.1598 -0.1538
H 0.6868 -1.3430 -2.4074
H -1.3253 -3.4329 -1.3149
H 1.0270 -3.1368 0.6059
N -0.1502 1.0368 1.6615
N -1.1021 0.9202 -0.4421
N -0.0327 -1.3640 -0.4711
N 0.4931 -2.6290 -0.9230
O -0.3761 0.5196 -1.6635

Summary:
frontier orbital gap = 7.38 eV
electronic energy = -412.85114 a.u.


# 2
Below is the molecule C3H8N4O, with properties calculated with ωB97M-V with the def2-TZVPD basis set.

Geometry (Å):
H 0.5442 -1.3773 -1.1106
N 1.2270 -1.8777 -0.5710
C 1.8658 -1.1115 0.1982
N 1.7299 0.2387 0.3565
O 1.1201 0.8752 -0.7252
C 0.0243 1.6438 -0.3078
C -1.1487 0.8132 0.1521
N -1.3399 -0.3217 -0.4181
N -2.4533 -1.0223 -0.0701
H 2.5752 -1.5517 0.8929
H 2.5842 0.7543 0.5495
H 0.3322 2.2580 0.6053
H -0.2109 2.3453 -1.1306
H -1.8609 1.2230 0.8644
H -2.7593 -0.8950 0.8939
H -2.2297 -1.9943 -0.1793

Summary:
SMILES = [H]/N=C\NOC/C=N/N
frontier orbital gap = 10.12 eV
electronic energy = -413.25378 a.u.


# 3
Below is the molecule C3H8N4O, with properties calculated with ωB97M-V with the def2-TZVPD basis set.

Geometry (Å):
H 0.1178 1.4036 1.7732
N 0.4306 0.4825 1.5903
C 0.4015 0.3139 0.2587
C 0.7810 -0.8567 -0.4207
N 1.1355 -2.0806 0.1339
N 1.2081 -2.0422 1.4950
N -0.2811 1.1307 -0.5668
C -1.3316 0.4141 -1.4824
O -1.0033 2.3389 -0.1167
H 1.1525 -0.8748 -1.4751
H 1.6119 -2.9115 2.0666
H 0.9500 -1.1775 1.9868
H -1.8418 1.2424 -2.0858
H -0.9215 -0.2703 -2.0786
H -2.1645 -0.1955 -0.8918
H -0.2451 3.0831 -0.1865

Summary:
SMILES = [H]/N=C(/C=N\N)N(C)O
frontier orbital gap = 8.91 eV
electronic energy = -413.19363 a.u.


# 4
Below is a cluster of 2 separate species, C3H8N4O in total, with properties calculated with ωB97M-V with the def2-TZVPD basis set.

Geometry (Å):
C 1.6745 0.7189 1.4917
N 0.5874 0.5673 0.5497
C -0.0855 -0.5523 0.4663
N -1.5590 -1.8400 -0.7181
C -0.2938 1.7804 -1.6794
O -0.2443 -1.3675 1.5340
N -0.5037 -0.9250 -0.7386
N 0.5463 0.8761 -1.4578
H -0.7653 -2.1248 1.2065
H -1.4830 -2.4490 -1.5247
H -2.4707 -1.3816 -0.7357
H 1.3376 0.5030 2.5129
H 2.5134 0.0492 1.2695
H 2.0320 1.7489 1.4588
H -1.1696 2.0010 -1.0654
H -0.1164 2.3953 -2.5696

Summary:
frontier orbital gap = 7.56 eV
electronic energy = -413.18357 a.u.